Entry from OMol25: an isolated molecule of C21H28FN3O3 (ωB97M-V/def2-TZVPD).

Last column: Mulliken charge in e.
Cartesian coordinates (Å):
1 C -2.43113 -2.65047 -1.35460  -1.54
2 C -3.04672 -1.67957 -0.39272  1.10
3 C -3.53607 -2.13574 0.82560  -0.78
4 C -4.08772 -1.27496 1.75665  -0.70
5 C -4.14460 0.07087 1.45033  0.19
6 F -4.67228 0.92877 2.35187  -0.35
7 C -3.67624 0.55940 0.24709  -0.59
8 C -3.12979 -0.31486 -0.68350  1.02
9 C -2.58011 0.27018 -1.96183  -1.71
10 N -1.20146 0.68876 -1.78446  0.07
11 C -0.89409 1.95889 -1.44985  0.14
12 O -1.70954 2.85729 -1.42373  -0.69
13 C 0.59030 2.16126 -1.12771  0.76
14 C 0.94691 3.64422 -0.96572  -0.90
15 C 1.70471 3.91456 0.34075  -0.86
16 C 2.78004 2.87704 0.57237  0.72
17 O 3.94829 3.13723 0.78748  -0.70
18 N 2.30501 1.60682 0.51789  0.39
19 C 3.22391 0.49357 0.55681  -0.73
20 C 3.08682 -0.38289 1.80910  -0.77
21 C 2.02316 -1.48324 1.69514  -0.99
22 N 2.26744 -2.37698 0.58852  0.41
23 C 3.25659 -3.42987 0.67714  -0.58
24 C 3.41752 -3.90096 -0.77155  -0.75
25 C 2.08317 -3.52958 -1.41514  -0.54
26 C 1.57170 -2.38690 -0.55814  0.17
27 O 0.67240 -1.61624 -0.85140  -0.71
28 C 0.92085 1.39910 0.16573  -0.31
29 H -2.92440 -2.61040 -2.32429  0.37
30 H -1.37718 -2.41648 -1.49611  0.18
31 H -2.51164 -3.66500 -0.97213  0.40
32 H -3.48244 -3.19029 1.05464  0.35
33 H -4.46597 -1.63225 2.70132  0.46
34 H -3.72690 1.61644 0.03692  0.54
35 H -3.14450 1.16688 -2.22890  0.48
36 H -2.62533 -0.44606 -2.78362  0.41
37 H -0.52088 -0.04695 -1.66004  0.24
38 H 1.17410 1.71338 -1.93840  0.42
39 H 0.02282 4.22687 -0.97432  0.35
40 H 1.55738 3.97288 -1.80739  0.37
41 H 1.01211 3.88897 1.18489  0.38
42 H 2.17080 4.89914 0.31424  0.36
43 H 3.09723 -0.11782 -0.34335  0.34
44 H 4.22255 0.93920 0.54278  0.45
45 H 4.05265 -0.85025 2.00928  0.42
46 H 2.84392 0.25100 2.66202  0.44
47 H 1.03058 -1.05148 1.55588  0.27
48 H 2.01457 -2.07280 2.61830  0.46
49 H 4.18833 -3.04847 1.09902  0.31
50 H 2.88629 -4.23419 1.32617  0.33
51 H 3.63603 -4.96443 -0.83492  0.36
52 H 4.22871 -3.35363 -1.25252  0.30
53 H 2.16634 -3.23208 -2.45869  0.36
54 H 1.35874 -4.34479 -1.35311  0.32
55 H 0.75394 0.33499 0.01630  -0.40
56 H 0.26413 1.74646 0.97214  -0.02

Atoms 1-3, force components in eV/Å:
0.0297 0.0713 -0.0663
-0.0779 -0.0052 0.0369
0.0320 0.0915 -0.0563

Properties
highest occupied orbital energy: -8.783 eV
energy above the lowest of the compared OMol25 structures with the same formula, charge and spin: 3.32 kcal/mol
Kohn-Sham gap: 9.24 eV
net charge: 0



Entry from OMol25: a structure of composition C4H6O2 (ωB97M-V/def2-TZVPD).

Last column: Mulliken charge in e.
Cartesian coordinates (Å):
1 C 0.67309 0.03986 0.70015  -0.13
2 C 0.31928 0.63687 -0.66765  -0.50
3 C -1.18500 0.43161 -0.47443  -0.44
4 C -0.70498 -0.65379 0.52789  0.43
5 H 1.63404 -1.69668 0.24546  0.38
6 H 0.64627 0.76979 1.53882  0.32
7 H 0.64933 -0.07626 -1.46641  0.21
8 H 0.68234 1.62914 -0.85434  0.32
9 H -1.62257 1.30888 0.07910  0.25
10 H -1.80674 0.10626 -1.32253  0.29
11 O 1.79365 -0.71466 0.93747  -0.59
12 O -1.07872 -1.78100 0.75649  -0.55

Atoms 1-3, force components in eV/Å:
-1.1875 0.0400 0.9102
0.7807 -0.3114 -1.3675
-0.3051 0.2944 1.1532

Properties
highest occupied orbital energy: -9.529 eV
energy above the lowest of the compared OMol25 structures with the same formula, charge and spin: 55.82 kcal/mol
Kohn-Sham gap: 10.17 eV
net charge: 0



Entry from OMol25: an isolated molecule of C4H7NS (ωB97M-V/def2-TZVPD).

Last column: Mulliken charge in e.
Cartesian coordinates (Å):
1 C 1.82899 -1.57178 -0.05963  -0.83
2 N 0.47473 -1.09239 -0.34879  -0.35
3 C 0.04386 -0.18229 0.40259  -0.03
4 C -1.33918 0.28681 -0.00276  0.24
5 C -1.42543 1.71348 -0.30553  -1.01
6 S -2.61041 -0.77193 -0.10728  -0.23
7 H 1.94141 -2.60317 -0.20542  0.32
8 H 2.49500 -0.98223 -0.67714  0.30
9 H 2.27120 -1.43158 0.93132  0.29
10 H 0.34381 0.35742 1.33592  0.35
11 H -0.50099 1.99210 -0.89907  0.31
12 H -2.38806 1.99611 -0.68056  0.34
13 H -1.13493 2.28945 0.61633  0.30

Atoms 1-3, force components in eV/Å:
0.4264 1.3997 0.3953
1.8501 -0.1534 1.3369
-2.7879 0.4123 -0.2223

Properties
highest occupied orbital energy: -8.506 eV
energy above the lowest of the compared OMol25 structures with the same formula, charge and spin: 47.58 kcal/mol
Kohn-Sham gap: 8.36 eV
net charge: 0



Entry from OMol25: a structure of composition H2LiO (ωB97M-V/def2-TZVPD).

Last column: Mulliken charge in e.
Cartesian coordinates (Å):
1 O 0.21480 0.34606 0.34108  -0.66
2 H 0.06986 0.73136 1.23484  0.34
3 H 0.65426 1.06306 -0.16984  0.34
4 Li -0.93892 -2.14048 -1.40608  0.98

Atoms 1-3, force components in eV/Å:
0.1470 0.7964 0.0389
0.1400 -0.4112 -0.8968
-0.4181 -0.6754 0.6084

Properties
highest occupied orbital energy: -15.813 eV
energy above the lowest of the compared OMol25 structures with the same formula, charge and spin: 21.40 kcal/mol
Kohn-Sham gap: 10.24 eV
net charge: +1



Entry from OMol25: a cluster of 13 separate species, C78H118N6O40 in total (ωB97M-V/def2-TZVPD).

Last column: Mulliken charge in e.
Cartesian coordinates (Å):
1 C 3.21998 -0.56896 -4.85323  -0.79
2 O 2.32178 -1.41162 -4.22476  -0.54
3 C 2.01878 -1.05986 -2.85343  0.89
4 C 3.01205 -1.61447 -1.83796  -0.91
5 N 3.25279 -3.00750 -1.41300  1.26
6 C 3.67631 -3.98141 -2.46422  -0.43
7 C 3.75586 -5.34686 -1.87976  -0.88
8 O 2.41628 -5.63327 -1.50535  -0.18
9 C 2.14370 -7.00153 -1.21294  -0.88
10 H 3.99888 -0.16289 -4.28440  0.28
11 H 2.73400 0.22512 -5.38077  0.26
12 H 3.70182 -1.20397 -5.59915  0.30
13 H 1.03980 -1.48138 -2.65766  -0.14
14 H 1.88004 0.02509 -2.74905  -0.13
15 H 2.77690 -1.03240 -0.99946  -0.08
16 H 3.94418 -1.23528 -2.18266  0.79
17 H 2.37628 -3.36684 -1.02040  0.11
18 H 4.64654 -3.70884 -2.81967  0.41
19 H 3.04858 -3.90600 -3.34495  0.37
20 H 4.46509 -5.44471 -1.09451  0.36
21 H 4.23966 -6.05271 -2.60021  0.46
22 H 1.11763 -7.33469 -1.38235  0.13
23 H 2.45079 -7.22792 -0.18085  0.33
24 H 2.68363 -7.66597 -1.90923  0.42
25 C 3.70405 1.86533 -1.64083  -0.63
26 O 4.68960 2.37703 -0.73324  0.17
27 C 5.22042 3.64435 -1.15953  -0.88
28 C 5.64585 4.33676 0.11050  0.15
29 N 6.78441 3.68191 0.71107  -0.10
30 C 7.49458 4.41084 1.77697  -0.99
31 C 6.71307 4.79954 2.93420  0.09
32 O 6.40797 3.69851 3.73798  -0.47
33 C 5.06110 3.32527 3.84958  -0.01
34 H 4.07870 1.63828 -2.64789  0.50
35 H 2.76909 2.43865 -1.77593  0.16
36 H 3.35022 0.92975 -1.14995  -0.17
37 H 4.47948 4.32689 -1.74504  0.16
38 H 6.04783 3.38803 -1.76603  0.33
39 H 4.74789 4.50294 0.79557  -0.33
40 H 6.00888 5.32846 -0.11713  0.69
41 H 6.52109 2.75680 1.02626  -0.05
42 H 7.75986 5.35386 1.31112  0.53
43 H 8.40766 3.83511 2.04187  0.27
44 H 5.75188 5.21036 2.63160  -0.24
45 H 7.17777 5.48742 3.54116  0.61
46 H 5.02588 2.30555 4.28948  0.14
47 H 4.62314 3.22493 2.89310  -0.04
48 H 4.51671 4.11692 4.48924  0.28
49 C -2.79971 -5.81841 5.81951  -0.32
50 O -3.10515 -6.29221 4.50937  -0.50
51 C -3.06091 -5.20921 3.56178  -0.06
52 C -3.49458 -5.64654 2.19659  -0.44
53 N -2.74427 -6.86928 1.87228  -0.21
54 C -3.28265 -7.51458 0.66485  -0.48
55 C -2.55740 -8.80207 0.44048  -0.44
56 O -2.58685 -9.53839 1.62074  -0.32
57 C -1.78068 -10.67974 1.73917  -0.75
58 H -3.61809 -5.19504 6.17096  0.28
59 H -1.85472 -5.26364 5.87694  -0.13
60 H -2.70466 -6.71972 6.46087  0.36
61 H -2.01203 -4.79392 3.65622  -0.35
62 H -3.66957 -4.34402 3.89277  0.64
63 H -3.35899 -4.89713 1.39757  -0.03
64 H -4.58307 -5.82056 2.28043  0.59
65 H -2.74802 -7.50696 2.67273  0.46
66 H -3.10194 -6.78967 -0.13368  0.19
67 H -4.35468 -7.68241 0.78848  0.41
68 H -1.52332 -8.50412 0.16811  0.12
69 H -2.93529 -9.48221 -0.37060  0.48
70 H -2.02391 -11.32499 0.87604  0.29
71 H -2.08786 -11.12788 2.69393  0.24
72 H -0.70917 -10.60121 1.77513  0.30
73 C 3.76023 -1.05639 5.94706  -0.37
74 O 2.90617 -1.69002 6.88800  -0.51
75 C 2.26890 -2.73119 6.11007  0.35
76 C 0.99709 -3.03446 6.85405  -0.85
77 N 0.07782 -1.82066 6.86226  0.85
78 C -0.56766 -1.53367 8.15725  -0.62
79 C -1.16166 -0.11356 8.31432  -0.64
80 O -2.39801 0.03076 7.70153  -0.34
81 C -2.99537 1.30959 7.66307  -0.69
82 H 4.43307 -0.37397 6.40310  0.53
83 H 3.18897 -0.68422 5.14113  -0.17
84 H 4.51350 -1.75493 5.49914  0.29
85 H 3.00549 -3.56630 6.14630  0.68
86 H 1.97135 -2.44071 5.07245  -0.42
87 H 1.23729 -3.17419 7.91441  0.45
88 H 0.41818 -3.89601 6.52585  0.12
89 H 0.70463 -1.03184 6.63044  0.31
90 H 0.25051 -1.54929 8.91215  0.53
91 H -1.36688 -2.29827 8.31554  0.28
92 H -0.49842 0.55768 7.79455  0.27
93 H -1.14899 0.15530 9.37099  0.57
94 H -2.93622 1.91352 8.54793  0.36
95 H -4.06259 1.13652 7.40346  0.23
96 H -2.49724 1.93206 6.82987  0.20
97 C -0.51825 1.23572 -8.74246  -0.62
98 O -1.30906 0.10818 -8.52190  -0.27
99 C -2.50628 0.08670 -9.25581  -0.89
100 C -3.65383 0.52483 -8.34780  -0.32
101 N -3.67059 -0.31774 -7.12780  -0.17
102 C -4.77161 -0.22762 -6.18747  -1.43
103 C -4.73234 0.98566 -5.17094  1.45
104 O -5.16095 2.22819 -5.79008  -0.43
105 C -6.55205 2.59900 -5.63672  -0.90
106 H -0.35283 1.37812 -9.77936  0.41
107 H 0.46531 1.06800 -8.24490  0.13
108 H -1.00057 2.09329 -8.29032  0.22
109 H -2.72894 -0.97815 -9.40276  0.31
110 H -2.56798 0.60594 -10.17272  0.50
111 H -4.62575 0.41548 -8.83724  0.45
112 H -3.69475 1.61069 -8.17956  0.17
113 H -2.79838 -0.34939 -6.63159  0.20
114 H -4.85667 -1.09977 -5.56000  0.38
115 H -5.70054 -0.15441 -6.83290  0.46
116 H -3.68347 1.09007 -4.82616  -1.00
117 H -5.35326 0.81467 -4.29172  0.47
118 H -6.69327 3.44479 -6.31046  0.32
119 H -6.73319 2.87849 -4.60911  0.18
120 H -7.05683 1.76089 -5.97565  0.40
121 C -0.66328 0.23813 -4.76421  -0.61
122 O -0.89922 0.52573 -3.39621  1.26
123 C -0.82525 1.91326 -3.21228  -0.63
124 C -0.84744 2.31603 -1.71122  0.55
125 N 0.08212 1.67097 -0.79508  1.95
126 C 0.09624 2.43616 0.45464  0.25
127 C 1.27964 2.18827 1.32726  -0.57
128 O 1.21309 0.99435 2.02076  0.28
129 C 2.28105 0.89576 2.99773  0.36
130 H -1.24264 0.84401 -5.48319  -0.28
131 H -0.86473 -0.82194 -4.86910  0.56
132 H 0.33420 0.37373 -5.14762  -0.16
133 H -1.66917 2.34645 -3.76502  -0.97
134 H 0.07214 2.33286 -3.68973  0.75
135 H -1.88574 2.13175 -1.41746  -0.64
136 H -0.65338 3.42238 -1.63843  -0.17
137 H -0.36390 0.76709 -0.68856  -0.74
138 H -0.84827 2.46945 0.98958  -1.11
139 H 0.33679 3.46227 0.12615  -0.20
140 H 1.28058 3.01084 2.03403  0.61
141 H 2.11945 2.24247 0.58746  -0.70
142 H 2.36251 -0.20786 3.11498  -0.75
143 H 2.01433 1.48070 4.00118  0.01
144 H 3.16867 1.20461 2.47896  -0.04
145 C 1.04382 6.08684 0.56453  -0.38
146 C 2.18381 6.28866 1.25256  0.16
147 C 3.39517 6.95234 0.65504  1.36
148 O 4.31515 7.12223 1.47772  -0.74
149 C 3.36117 7.40372 -0.69953  -1.10
150 C 2.30987 7.00608 -1.46065  0.33
151 C 0.97538 6.58081 -0.80262  0.70
152 O -0.02916 6.57996 -1.49435  -0.46
153 O 2.19321 7.35973 -2.70564  -0.61
154 O 2.42711 5.84952 2.43495  -0.75
155 H 0.13870 5.64541 1.00316  0.36
156 H 4.14803 8.04520 -1.08727  0.50
157 H 1.34814 6.94160 -3.06970  0.33
158 H 3.35769 6.07821 2.62504  0.39
159 C -5.59321 0.01485 -0.95694  -0.97
160 C -6.05054 -1.12259 -0.35455  0.28
161 C -5.49359 -2.47303 -0.87239  0.66
162 O -5.83987 -3.53582 -0.39291  -0.70
163 C -4.55600 -2.47724 -1.93223  -0.36
164 C -4.06866 -1.37225 -2.46693  -0.12
165 C -4.49269 -0.08919 -1.84345  0.87
166 O -3.79814 0.85814 -2.13227  0.75
167 O -3.22126 -1.26178 -3.47843  -0.59
168 O -6.87543 -1.16505 0.66469  -0.57
169 H -5.77189 0.94964 -0.47629  -0.03
170 H -4.14073 -3.41613 -2.25374  0.49
171 H -2.86485 -0.29578 -3.49485  -0.26
172 H -6.79817 -2.05494 0.95646  0.36
173 C -2.01408 -2.19081 2.62168  0.95
174 C -1.41486 -1.81911 3.83554  0.26
175 C -0.99922 -0.33313 4.12533  0.92
176 O -0.42286 0.03757 5.12971  -0.70
177 C -1.46630 0.63319 3.09184  -1.03
178 C -2.08534 0.20296 1.96578  0.45
179 C -2.54836 -1.22882 1.75262  0.71
180 O -3.26428 -1.38712 0.74582  -0.32
181 O -2.78589 1.05347 1.14100  0.23
182 O -1.25331 -2.69076 4.78407  -1.40
183 H -2.38615 -3.18472 2.57215  -0.88
184 H -1.25231 1.66831 3.17759  0.43
185 H -3.07920 0.44560 0.43311  -0.37
186 H -0.61801 -1.86394 6.07229  0.05
187 C -0.39369 -3.14211 -0.00582  -0.37
188 C 0.26264 -2.38576 0.91106  0.44
189 C 0.82689 -2.84958 2.23670  0.93
190 O 1.41619 -2.09962 2.97420  -0.11
191 C 0.67792 -4.31912 2.50993  -1.23
192 C -0.06722 -5.04020 1.63762  0.32
193 C -0.70074 -4.54188 0.32591  0.73
194 O -1.34482 -5.16794 -0.44752  -0.69
195 O -0.27311 -6.32446 1.84504  -0.92
196 O 0.52146 -1.08008 0.59304  0.45
197 H -0.80686 -2.67258 -0.83926  0.64
198 H 1.12630 -4.65486 3.48667  0.34
199 H -1.32233 -6.63556 1.69435  0.25
200 H 0.71657 -0.51965 1.44282  -0.98
201 C -2.28786 4.67656 0.14115  0.58
202 C -2.80113 4.34182 1.34505  0.05
203 C -4.12935 3.66415 1.51719  0.62
204 O -4.52459 3.57207 2.66261  -0.77
205 C -4.87716 3.34490 0.36982  -1.38
206 C -4.48700 3.76387 -0.84497  0.79
207 C -3.16114 4.41311 -0.98527  -0.27
208 O -2.76791 4.66583 -2.13214  0.51
209 O -5.21179 3.69453 -1.93699  -0.55
210 O -2.24035 4.57095 2.57147  -0.63
211 H -1.36735 5.26405 -0.13531  -0.49
212 H -5.84898 2.94923 0.35858  0.97
213 H -4.61246 3.65946 -2.70036  -0.16
214 H -2.91142 4.26722 3.19703  0.51
215 C -1.20761 4.87150 -5.31401  -0.97
216 C -2.49557 4.47048 -5.25001  0.43
217 C -3.57855 5.33535 -4.65758  0.91
218 O -4.68020 4.82041 -4.50663  -0.64
219 C -3.18275 6.64690 -4.20830  -0.79
220 C -1.88805 6.86718 -3.95508  0.31
221 C -0.81844 6.03328 -4.57045  0.90
222 O 0.30134 6.39139 -4.30091  -0.76
223 O -1.49877 7.91748 -3.28702  -0.64
224 O -2.90446 3.26758 -5.54883  -0.32
225 H -0.52768 4.10041 -5.56914  0.54
226 H -3.87322 7.38028 -3.75399  0.37
227 H -0.56718 7.87164 -3.07956  0.38
228 H -3.91593 3.16541 -5.61217  0.35
229 C 5.25872 -1.90774 2.45315  -0.84
230 C 5.19811 -2.41238 1.15650  0.36
231 C 6.02211 -1.68730 0.05601  0.62
232 O 5.88068 -2.12060 -1.08754  -0.64
233 C 6.82366 -0.51241 0.35367  -1.10
234 C 6.74067 -0.03940 1.60549  0.46
235 C 5.85610 -0.73127 2.75123  1.52
236 O 5.81027 -0.10489 3.87626  -0.87
237 O 7.26352 1.06742 2.03182  -0.64
238 O 4.57575 -3.45090 0.76592  -0.88
239 H 4.74528 -2.34127 3.28216  0.23
240 H 7.31616 0.03126 -0.46409  0.41
241 H 7.08458 1.23423 2.99224  0.30
242 H 3.90498 -3.10583 -0.47858  -0.13

Atoms 1-3, force components in eV/Å:
0.0240 -1.1818 -1.8385
-0.6980 -0.2480 1.7600
-0.8486 -1.7970 -0.9932

Properties
highest occupied orbital energy: -8.146 eV
Kohn-Sham gap: 6.61 eV
net charge: 0



Entry from OMol25: a cluster of 2 separate species, CH3IS3 in total (ωB97M-V/def2-TZVPD).

Last column: Mulliken charge in e.
Cartesian coordinates (Å):
1 C 0.38004 0.10716 0.69108  -0.74
2 S 1.62363 -1.07145 1.36762  0.07
3 S 1.49500 -2.43418 0.00893  -0.22
4 S -2.43254 0.92503 -0.84122  -0.16
5 I -1.54932 1.59614 -2.88801  0.18
6 H 0.64076 1.19579 1.01691  0.31
7 H -0.68339 -0.11289 0.99645  0.27
8 H 0.52582 -0.20560 -0.35177  0.27

Atoms 1-3, force components in eV/Å:
-0.0434 1.0063 0.8401
-0.5945 0.4874 0.3935
0.3084 -0.7916 -0.1991

Properties
highest occupied orbital energy (spin up / spin down): -9.079 / -8.565 eV
energy above the lowest of the compared OMol25 structures with the same formula, charge and spin: 46.09 kcal/mol
Kohn-Sham gap (spin up / spin down): 7.53 / 5.82 eV
net charge: 0